{
  "formula": "C4H13NOS2",
  "method": "ωB97M-V/def2-TZVPD",
  "elements": ["C", "N", "C", "C", "C", "S", "S", "H", "H", "H", "H", "H", "H", "H", "H", "H", "H", "H", "O", "H", "H"],
  "xyz": [[-1.269, -0.365, -1.946], [-0.204, -0.756, -1.081], [0.571, 0.341, -0.451], [1.836, 0.653, -1.249], [0.941, -0.022, 1.004], [1.271, 1.452, 1.997], [-0.283, 2.152, 3.058], [-2.290, -0.605, -1.573], [-1.369, -0.953, -2.872], [-1.244, 0.706, -2.154], [0.542, -1.373, -1.358], [-0.093, 1.195, -0.375], [2.465, -0.209, -1.542], [2.402, 1.499, -0.868], [1.451, 0.688, -2.291], [0.138, -0.601, 1.468], [1.837, -0.652, 1.061], [0.175, 1.929, 4.306], [-2.370, -1.462, 1.902], [-2.951, -2.138, 1.554], [-1.558, -1.481, 1.409]],
  "lumo_ev": 0.764,
  "charge": 0,
  "e_homo_ev": -8.68,
  "e_above_lowest_ev": 1.624,
  "largest_force_ev_per_a": 2.347
}